131
Properties=species:S:1:pos:R:3:forces:R:3:lowdin_charge:R:1 method="wB97M-V/def2-TZVPD" orbital_gap_ev=6.36 e_homo_ev=-6.1 energy_ha=-4225.59053 e_above_lowest_kj_mol=125.12 charge=0
Ba -17.01324 19.76170 5.02046 0.659 0.054 -0.209 1.56
C -13.75751 17.45096 6.60359 -1.676 -1.217 -1.275 -0.27
Si -14.14222 17.75938 4.75268 -0.471 -0.394 -0.475 0.53
C -12.42497 17.96329 3.87654 0.306 -0.029 0.208 -0.34
C -11.26207 18.01076 4.70913 -0.466 0.372 -1.881 -0.11
C -9.98651 18.23860 4.17221 -1.282 0.298 1.118 -0.08
C -9.83764 18.42240 2.81117 -0.747 -0.198 -0.674 -0.09
C -10.93275 18.30584 1.93698 -1.454 -0.268 2.889 -0.07
C -12.26695 18.10134 2.47316 2.212 0.442 -0.564 -0.35
P -13.65146 17.85445 1.25667 -0.717 -0.239 0.847 1.10
C -13.70060 19.15266 -0.03205 0.630 1.177 -0.956 -0.39
C -14.76338 19.08776 -0.97217 0.294 -0.634 1.941 -0.10
C -14.83508 19.96935 -2.01682 -0.337 0.276 -0.287 -0.09
C -13.89347 20.96615 -2.22827 0.743 -0.619 0.417 -0.08
C -12.81392 21.01836 -1.36324 0.887 -0.081 0.430 -0.10
C -12.72007 20.14985 -0.26898 -0.222 -0.774 0.829 -0.10
C -12.88571 16.51339 0.29081 0.249 0.533 -1.247 -0.36
C -12.71298 15.28798 0.90484 0.863 -0.004 -0.148 -0.10
C -11.91054 14.30528 0.30746 -0.279 0.735 -0.500 -0.06
C -11.38866 14.51397 -0.97747 -0.785 0.524 0.236 -0.07
C -11.70176 15.70259 -1.65093 0.860 -0.357 -0.183 -0.09
C -12.38528 16.70174 -1.02145 -0.494 -0.855 1.634 -0.09
C -14.42427 15.90635 4.19277 0.450 -1.094 0.714 -0.30
C -13.51125 14.85741 4.65310 -0.542 2.780 -0.037 -0.09
C -13.64861 13.56548 4.25238 1.411 -0.328 0.003 -0.11
C -14.71536 13.20093 3.44346 -0.002 0.666 -0.096 -0.09
C -15.63018 14.14392 3.03400 -0.536 0.011 0.117 -0.12
C -15.50785 15.50194 3.40231 1.476 -0.436 0.309 -0.44
P -16.77135 16.68784 2.87874 -0.082 -0.861 -0.861 1.03
C -16.90864 16.27652 1.05190 0.123 0.551 -0.145 -0.36
C -17.76927 17.09862 0.31876 0.034 -0.243 0.360 -0.14
C -17.81147 17.10352 -1.06137 -0.930 0.620 0.436 -0.13
C -17.06863 16.21209 -1.78484 0.619 -0.356 -0.990 -0.10
C -16.17840 15.36711 -1.11777 -0.369 0.321 1.106 -0.05
C -16.07960 15.45123 0.29064 -0.362 -0.146 -1.158 -0.10
C -18.09934 15.66719 3.65243 -0.640 1.177 0.181 -0.38
C -19.16188 15.04071 3.02539 -0.365 0.110 1.369 -0.07
C -20.15241 14.53061 3.86481 -0.812 -0.993 -0.180 -0.08
C -20.06784 14.56358 5.24696 -0.593 0.108 -0.331 -0.09
C -19.07195 15.28025 5.87371 -0.146 -0.525 -0.352 -0.08
C -18.13276 15.83207 5.05352 1.104 0.609 -0.610 -0.15
H -13.11245 16.62965 6.82631 0.428 -0.689 0.267 0.00
H -14.76336 17.28782 7.04754 0.635 0.021 0.028 0.02
H -13.35414 18.31885 6.98246 0.849 2.086 1.229 -0.02
H -11.42805 17.96714 5.76516 0.225 -0.195 0.487 0.08
H -9.20131 18.39348 4.90787 0.307 -0.166 -0.472 0.10
H -8.87382 18.67237 2.43555 0.630 0.038 -0.417 0.09
H -10.83986 18.37662 0.89362 0.442 0.075 -1.206 0.07
H -15.56882 18.35787 -0.77698 0.514 0.347 -0.388 0.09
H -15.66835 19.84996 -2.66841 -0.519 0.138 -0.589 0.10
H -13.88766 21.61287 -3.08203 -0.344 0.199 -0.319 0.10
H -11.94284 21.65517 -1.57312 -0.627 0.023 0.160 0.11
H -11.87177 20.19107 0.44722 -0.559 0.206 -0.785 0.10
H -13.06276 15.19165 1.92232 -0.101 -0.356 0.142 0.08
H -11.70277 13.43866 0.90031 0.203 -0.548 -0.058 0.09
H -10.76531 13.81612 -1.49348 0.265 -0.579 0.073 0.09
H -11.29990 15.97012 -2.63537 -0.056 -0.620 0.279 0.11
H -12.45690 17.60881 -1.53986 -0.402 1.278 -0.416 0.08
H -12.67068 15.19586 5.30185 -0.607 -0.510 -0.655 0.10
H -12.79099 12.89568 4.45424 -0.925 0.007 0.091 0.11
H -14.76610 12.20154 3.11324 -0.318 -1.040 -0.395 0.09
H -16.49212 13.83959 2.43229 0.322 -0.015 0.179 0.11
H -18.44512 17.73140 0.85497 -0.255 0.567 0.292 0.08
H -18.46127 17.82822 -1.56346 0.156 -0.388 0.120 0.11
H -17.22138 16.28359 -2.86738 0.510 -0.529 0.299 0.11
H -15.53054 14.61062 -1.54948 -0.188 0.334 -0.522 0.11
H -15.32942 14.80228 0.68187 0.243 -0.118 0.708 0.07
H -19.27948 15.02074 1.97022 0.096 -0.131 -0.775 0.10
H -21.05358 14.03322 3.47962 0.549 0.235 -0.219 0.11
H -20.84977 14.10528 5.82173 -0.242 -0.166 0.183 0.10
H -19.05333 15.35623 6.93975 0.159 0.229 0.441 0.11
H -17.35464 16.46859 5.45593 0.288 -0.108 0.365 0.09
C -14.79704 26.99881 3.94395 0.647 -0.475 -1.123 -0.19
Si -16.17358 25.79154 4.33676 -0.102 -0.438 0.032 0.48
C -16.34877 25.61059 6.17556 -0.310 -0.514 0.677 -0.19
C -17.76377 26.42531 3.61648 -0.009 0.624 -0.557 -0.18
C -15.88210 24.14294 3.44279 0.666 -0.335 -0.632 -0.26
C -14.86799 24.10577 2.46744 0.166 0.035 0.190 -0.09
C -14.51318 22.93693 1.81655 -1.053 -0.887 -0.587 -0.07
C -15.30736 21.80076 2.08878 0.860 0.138 -0.147 -0.15
N -16.31654 21.73863 2.95660 0.517 2.088 0.343 -0.08
C -16.60791 22.94389 3.62719 0.669 -1.034 -0.615 -0.78
S -17.90119 22.84529 4.74874 -0.742 -0.260 0.457 0.56
H -14.92068 27.90864 4.50370 -0.142 0.439 0.351 0.02
H -14.85140 27.27915 2.86779 0.084 -0.115 0.566 0.04
H -13.76568 26.63239 4.12914 -0.604 0.071 -0.020 0.04
H -16.34693 26.58946 6.66285 0.215 -0.022 0.011 0.03
H -15.67313 24.91661 6.71418 -0.071 0.498 -0.415 0.04
H -17.34883 25.19295 6.33060 0.031 0.035 0.038 -0.01
H -17.66698 26.33476 2.51669 -0.048 0.498 0.385 0.04
H -18.07222 27.43832 3.93351 0.313 -0.304 -0.359 0.04
H -18.58086 25.77378 3.85336 -0.451 -0.564 0.363 0.00
H -14.33547 25.01788 2.21512 0.041 -0.012 0.130 0.09
H -13.79768 22.85984 0.97882 -0.283 0.235 0.751 0.10
H -15.04747 20.88533 1.55772 -0.217 -0.037 0.138 0.09
O -17.33083 19.46743 7.79217 0.254 -0.443 -0.907 -0.22
H -18.26423 19.74244 7.62392 -0.236 0.435 0.982 -0.05
H -16.99908 19.84081 8.61074 -0.249 0.149 -0.018 0.05
O -12.57611 21.13249 4.38313 0.781 -0.592 -1.167 -0.07
H -12.33733 21.36468 3.45426 -0.494 0.111 1.005 0.06
H -12.26191 20.19765 4.39713 -0.380 0.610 0.284 0.02
O -18.96080 20.46575 2.62877 -1.506 -0.444 1.562 -0.12
H -18.42935 20.25132 1.89016 1.096 0.136 -1.097 0.02
H -18.72013 21.32488 3.01601 0.300 0.185 -0.227 -0.05
O -19.59706 18.68043 4.82804 -0.012 0.704 0.091 -0.18
H -19.46863 17.75710 4.63879 -0.026 -0.986 -0.213 0.01
H -19.72276 19.12059 3.97188 -0.043 0.072 -0.165 0.01
O -14.98060 21.36944 6.05864 -0.590 -0.244 0.374 -0.19
H -14.11714 21.44924 5.65064 0.636 -0.124 -0.522 0.01
H -15.44903 22.17578 5.83054 -0.136 0.485 0.006 -0.02
C -20.93395 23.76750 7.00525 -1.522 -0.064 0.012 -0.07
N -20.14638 22.57113 7.19087 0.231 -0.668 0.819 -0.17
C -18.99427 22.75701 8.07125 0.602 -0.201 -0.051 -0.07
C -20.53822 21.29467 6.87657 -1.714 0.849 -0.851 -0.43
N -19.97618 20.25421 7.35546 1.116 -0.657 0.587 0.12
N -21.69326 21.25359 6.04184 0.525 0.486 0.912 -0.20
C -21.59383 21.79702 4.72614 -0.804 -0.779 -1.210 -0.09
C -22.52961 20.09595 6.04513 -1.194 0.224 0.279 -0.09
H -21.08590 24.32181 7.96256 0.286 -0.460 -0.603 0.10
H -21.95376 23.55479 6.60194 0.920 -0.034 0.359 0.10
H -20.42404 24.38811 6.29043 0.175 0.653 -0.269 0.07
H -18.98672 23.82405 8.40767 0.097 -1.036 -0.213 0.09
H -18.07199 22.55776 7.47737 -0.401 0.200 0.613 0.04
H -19.02078 22.05399 8.94492 -0.088 0.672 -0.685 0.09
H -20.29782 19.36221 6.98299 -0.277 0.587 -0.200 0.05
H -20.89709 22.58654 4.66745 0.744 0.957 -0.078 0.04
H -22.57794 22.11694 4.31466 0.460 0.003 0.535 0.11
H -21.26093 20.99634 4.04447 0.116 0.210 -0.146 0.08
H -22.19466 19.33981 5.33196 -0.101 -0.169 -0.116 0.07
H -23.57483 20.45726 5.78329 1.111 -0.703 0.201 0.11
H -22.55071 19.67033 7.04485 -0.142 -0.129 0.029 0.09